<1>
DFT (the ωB97M-V functional and the def2-TZVPD basis) results for C3H5NOS2 as an isolated structure.

Each line ends with the Löwdin charge.
Positions of all 12 atoms, in Å:
C (0.754, 0.188, -0.807)  -0.31
C (0.635, 1.496, -0.858)  -0.06
C (0.805, -1.480, 0.946)  0.00
N (0.488, -0.386, 0.464)  -0.17
O (-2.372, 0.275, 1.735)  -0.60
S (-2.481, -0.326, -0.840)  0.21
S (-1.584, 0.628, 0.544)  0.44
H (0.752, -0.518, -1.631)  0.12
H (0.602, 2.110, 0.064)  0.07
H (0.581, 2.025, -1.882)  0.11
H (0.157, -1.827, 1.698)  0.07
H (1.662, -2.185, 0.566)  0.13

Net charge: 0
2S+1: 1
HOMO-LUMO gap in eV: 8.083

=====

<2>
DFT (the ωB97M-V functional and the def2-TZVPD basis) results for one molecule with the formula C3H5NOS2.

Each line ends with the Löwdin charge.
Positions of all 12 atoms, in Å:
C (2.437, -1.293, -0.060)  -0.42
C (-1.276, -0.206, 0.344)  -0.26
C (-1.604, 1.135, -0.230)  -0.81
H (2.829, -1.129, 0.982)  0.05
H (2.026, -2.376, -0.100)  0.07
H (3.261, -1.161, -0.716)  0.00
H (-2.034, -0.725, 0.901)  0.09
H (-2.752, 3.099, -0.105)  -0.10
N (-0.159, -0.791, 0.150)  -0.27
O (-0.814, 1.670, -0.967)  -0.05
S (1.208, -0.096, -0.559)  0.89
S (-3.122, 1.873, 0.358)  0.81

Net charge: 0
2S+1: 1
SMILES: CS/N=C\C(=O)S
HOMO-LUMO gap in eV: 8.617

=====

Least stable of them? <1>.

=====

<1>
DFT (the ωB97M-V functional and the def2-TZVPD basis) results for a 2-piece molecular cluster, C3H7NSi overall.

Each line ends with the Löwdin charge.
Positions of all 12 atoms, in Å:
C (1.520, -0.115, 1.434)  -0.41
C (-0.420, 1.170, -0.977)  -0.18
C (-0.468, -0.354, -0.816)  -0.40
N (2.562, 0.287, 1.690)  0.07
Si (-0.120, -0.862, 0.979)  0.62
H (-0.613, 1.454, -2.009)  0.07
H (-1.164, 1.661, -0.353)  0.07
H (0.561, 1.553, -0.700)  0.06
H (0.273, -0.800, -1.486)  0.07
H (-1.445, -0.725, -1.140)  0.06
H (0.490, -2.760, 1.458)  0.03
H (-1.174, -0.510, 1.920)  -0.06

Net charge: 0
2S+1: 1
HOMO-LUMO gap in eV: 10.684

=====

<2>
DFT (the ωB97M-V functional and the def2-TZVPD basis) results for one molecule with the formula C3H7NSi.

Each line ends with the Löwdin charge.
Positions of all 12 atoms, in Å:
C (1.035, -0.666, -0.898)  -0.14
C (0.017, -2.252, -1.034)  -0.06
C (-0.523, 1.626, 0.602)  -0.25
N (2.448, -0.209, 0.996)  -0.19
Si (1.170, 0.671, 0.463)  0.46
H (1.722, -0.481, -1.700)  -0.02
H (-0.601, -1.841, -1.828)  0.02
H (0.550, -3.069, -1.541)  0.03
H (-0.389, -2.505, -0.002)  0.06
H (-1.217, 1.134, -0.150)  0.04
H (-1.058, 1.245, 1.523)  0.02
H (-0.539, 2.743, 0.732)  0.02

Net charge: 0
2S+1: 1
HOMO-LUMO gap (spin up / spin down) in eV: 8.814 / 8.116

=====

Least stable of them? <2>.

=====

<1>
DFT (the ωB97M-V functional and the def2-TZVPD basis) results for a 2-piece molecular cluster, C3H7NSi overall.

Each line ends with the Löwdin charge.
Positions of all 12 atoms, in Å:
C (3.636, -0.108, -0.423)  -0.09
C (0.260, 0.818, -0.238)  -0.33
C (-1.799, -1.236, 0.462)  -0.40
N (3.726, -0.572, 0.630)  0.07
Si (-0.334, -1.095, -0.892)  0.74
H (3.570, 0.241, -1.382)  0.03
H (-0.385, 1.110, 0.578)  -0.02
H (1.352, 0.635, 0.117)  -0.03
H (0.214, 1.413, -1.168)  -0.01
H (-2.375, -0.322, 0.615)  -0.01
H (-2.702, -1.839, 0.067)  0.01
H (-1.424, -1.885, 1.350)  0.04

Net charge: 0
2S+1: 1
HOMO-LUMO gap in eV: 7.841

=====

<2>
DFT (the ωB97M-V functional and the def2-TZVPD basis) results for one molecule with the formula C3H7NSi.

Each line ends with the Löwdin charge.
Positions of all 12 atoms, in Å:
C (0.654, 1.637, 0.955)  -0.30
C (-1.256, 0.442, -1.115)  -0.20
C (0.661, -1.642, 0.572)  -0.20
N (1.507, 1.533, 0.019)  -0.04
Si (0.225, 0.165, 0.014)  0.61
H (0.658, 2.389, 1.633)  0.01
H (-1.012, -0.020, -2.149)  0.06
H (-2.170, 0.040, -0.809)  0.00
H (-1.381, 1.450, -1.273)  -0.01
H (0.517, -2.581, -0.183)  0.09
H (1.636, -1.649, 0.944)  -0.02
H (-0.038, -1.764, 1.392)  0.00

Net charge: 0
2S+1: 1
SMILES: C[Si]1(C)C=N1
HOMO-LUMO gap in eV: 9.122

=====

Least stable of them? <1>.

=====

<1>
DFT (the ωB97M-V functional and the def2-TZVPD basis) results for a 2-piece molecular cluster, C3H10N2O2S overall.

Each line ends with the Löwdin charge.
Positions of all 18 atoms, in Å:
C (-0.468, 0.525, -1.127)  -0.28
C (-0.081, 1.426, 0.049)  -0.57
S (1.053, 0.774, 1.291)  0.71
N (0.406, 0.524, -2.288)  0.04
C (1.616, -0.192, -2.383)  -0.60
N (1.832, -1.201, -1.449)  0.15
O (2.327, 0.032, -3.335)  0.05
H (-0.586, -0.441, -0.607)  0.10
H (-1.428, 0.777, -1.604)  0.12
H (-0.881, 1.664, 0.770)  0.06
H (0.266, 2.396, -0.342)  0.08
H (2.133, 0.644, 0.558)  -0.18
H (0.496, 1.409, -2.762)  0.13
H (2.692, -1.649, -1.720)  0.10
H (1.060, -1.694, -1.048)  0.08
H (-3.196, -1.897, 5.952)  0.03
H (-3.687, -1.888, 4.669)  0.05
O (-3.554, -1.208, 5.375)  -0.08

Net charge: 0
2S+1: 1
SMILES: NC(=O)NCCS.O
HOMO-LUMO gap in eV: 9.770

=====

<2>
DFT (the ωB97M-V functional and the def2-TZVPD basis) results for a 2-piece molecular cluster, C3H10N2O2S overall.

Each line ends with the Löwdin charge.
Positions of all 18 atoms, in Å:
N (1.887, -0.722, -1.062)  0.04
C (0.851, -0.751, -0.032)  -0.37
C (0.123, 0.572, 0.135)  -0.58
S (0.902, 1.989, 0.923)  0.72
C (-0.220, -1.776, -0.428)  -0.51
N (0.253, -3.018, -0.682)  0.17
O (-1.409, -1.532, -0.453)  0.06
H (1.487, -0.830, -1.985)  0.08
H (2.466, 0.106, -1.047)  0.07
H (1.321, -1.087, 0.893)  0.14
H (-0.717, 0.329, 0.759)  0.05
H (-0.294, 0.890, -0.821)  0.09
H (-0.209, 2.728, 0.952)  -0.15
H (1.217, -3.264, -0.539)  0.11
H (-0.432, -3.744, -0.800)  0.11
H (-3.559, 2.083, 0.395)  0.04
H (-2.326, 1.267, 0.142)  0.01
O (-2.613, 2.081, 0.582)  -0.07

Net charge: 0
2S+1: 1
SMILES: NC(=O)[C@@H](N)CS.O
HOMO-LUMO gap in eV: 9.636

=====

Least stable of them? <1>.